Entry 1:
Here is a molecular structure, C21H15BrN4OPtS from the OMol25 dataset. Energies are from the ωB97M-V functional and the def2-TZVPD basis.

```
44
C21H15BrN4OPtS | the OMol25 dataset | the ωB97M-V functional and the def2-TZVPD basis
Pt -0.571 -0.252 0.056
Br 3.115 6.266 -0.890
C 1.905 4.910 -0.599
C 0.661 5.205 0.013
C -0.234 4.208 0.212
C 0.054 2.845 -0.175
O -0.812 1.966 0.052
C 1.333 2.569 -0.822
C 1.686 1.293 -1.421
N 0.979 0.231 -1.413
C 1.262 -0.885 -2.250
C 2.393 -1.078 -2.996
C 2.498 -2.177 -3.870
C 1.461 -3.055 -4.015
C 0.276 -2.880 -3.265
C -0.849 -3.729 -3.380
C -1.964 -3.487 -2.631
C -1.953 -2.415 -1.726
N -0.916 -1.613 -1.593
C 0.196 -1.807 -2.363
C 2.217 3.604 -1.009
H 0.440 6.221 0.309
H -1.196 4.397 0.670
H 2.608 1.305 -2.002
H 3.229 -0.394 -2.934
H 3.407 -2.310 -4.439
H 1.534 -3.887 -4.703
H -0.814 -4.563 -4.069
H -2.845 -4.108 -2.707
H -2.809 -2.213 -1.095
H 3.167 3.418 -1.495
C -1.679 -1.331 6.226
C -1.507 -0.839 4.831
C -1.873 0.454 4.437
C -1.696 0.829 3.118
N -1.182 -0.025 2.239
C -0.860 -1.250 2.703
S -0.216 -2.261 1.445
N -0.992 -1.694 3.932
H -1.830 -0.515 6.929
H -0.817 -1.927 6.520
H -2.552 -1.988 6.266
H -2.289 1.151 5.151
H -1.963 1.812 2.754
```

HOMO-LUMO gap (alpha / beta) (eV): 7.5071 / 5.2938
E_LUMO (alpha / beta) (eV): -6.63 / -9.15
Multiplicity: 5
Net charge: +2
HOMO level (alpha / beta) (eV): -14.138 / -14.446
Electronic energy (Eh): -4194.412359


Entry 2:
Here is a single C21H15F2N3O2 molecule from the OMol25 dataset. Energies are from the ωB97M-V functional and the def2-TZVPD basis.

```
43
C21H15F2N3O2 | the OMol25 dataset | the ωB97M-V functional and the def2-TZVPD basis
C -1.892 7.563 0.047
O -2.919 -1.569 0.873
F 3.585 -5.666 1.855
F 4.107 -7.171 0.209
C 2.491 -1.964 -1.041
C 2.934 -3.096 -1.067
N 2.156 1.639 -1.668
N -2.303 6.494 0.347
O -2.131 0.411 1.600
C -2.518 -0.428 0.668
C 2.615 0.381 -1.507
C 0.834 1.869 -1.427
C -4.496 3.960 1.811
C -4.049 5.187 1.340
C -3.690 2.807 1.650
C -1.963 4.107 0.679
C 0.497 -0.484 -0.790
C 1.831 -0.675 -1.119
C -2.759 5.289 0.766
C -2.419 2.867 1.117
C -0.021 0.813 -0.965
N -2.277 0.020 -0.580
C 2.470 -5.413 -0.257
C 4.517 -4.832 -0.221
C 3.702 -5.882 0.520
C 3.342 -4.491 -1.119
C -1.572 1.574 0.955
C -1.436 1.171 -0.563
H 3.656 0.154 -1.763
H 0.461 2.879 -1.548
H -5.538 3.829 2.211
H -4.699 6.057 1.416
H -4.126 1.894 2.054
H -1.002 4.185 0.157
H -0.172 -1.322 -0.532
H -2.094 -0.687 -1.270
H 1.893 -6.190 -0.814
H 1.737 -4.903 0.344
H 5.360 -5.249 -0.764
H 4.878 -4.018 0.411
H 3.472 -4.826 -2.159
H -0.572 1.822 1.410
H -1.887 1.893 -1.266
```

HOMO-LUMO gap (eV): 9.3586
E_LUMO (eV): -0.09
Net charge: 0
HOMO level (eV): -9.445
Electronic energy (Eh): -1323.617673


Entry 3:
Here is a single C21H15N5O2 molecule from the OMol25 dataset. Energies are from the ωB97M-V functional and the def2-TZVPD basis.

```
43
C21H15N5O2 | the OMol25 dataset | the ωB97M-V functional and the def2-TZVPD basis
C -2.483 -3.784 -4.200
C -1.951 -2.549 -3.772
C -1.088 -2.592 -2.448
N -1.411 -1.404 -1.746
C -0.788 -0.138 -1.788
C -1.099 0.617 -0.676
C -0.321 1.834 -0.307
C 0.937 2.165 -0.037
C 2.094 1.276 0.140
N 2.226 0.228 -0.697
N 3.256 -0.478 -0.011
C 3.599 0.182 1.070
C 4.653 -0.208 1.932
C 4.919 0.677 3.043
C 3.958 1.811 3.241
C 2.885 2.147 2.370
N 2.889 1.303 1.263
C 0.904 3.641 0.194
O 1.882 4.328 0.533
N -0.348 4.102 0.124
C -1.071 3.064 -0.358
O -2.069 3.244 -1.061
C -2.042 -0.129 0.140
C -2.592 0.097 1.482
C -3.137 -1.008 2.101
C -3.442 -2.177 1.435
C -2.889 -2.402 0.128
C -2.169 -1.401 -0.506
H -3.104 -3.782 -5.074
H -2.249 -4.696 -3.695
H -2.248 -1.641 -4.350
H -0.111 -2.676 -2.654
H -1.341 -3.507 -1.790
H -0.128 0.271 -2.584
H 5.331 -1.107 1.810
H 5.773 0.544 3.727
H 3.878 2.258 4.220
H 2.233 3.084 2.408
H -0.587 5.007 -0.256
H -2.481 1.038 1.985
H -3.402 -0.884 3.121
H -4.000 -3.002 1.925
H -2.865 -3.355 -0.383
```

HOMO-LUMO gap (eV): 6.9413
E_LUMO (eV): -0.96
Net charge: 0
HOMO level (eV): -7.898
Electronic energy (Eh): -1233.376008


Entry 4:
Here is a molecular structure, C21H16BCoN7O5S from the OMol25 dataset. Energies are from the ωB97M-V functional and the def2-TZVPD basis.

```
52
C21H16BCoN7O5S | the OMol25 dataset | the ωB97M-V functional and the def2-TZVPD basis
Co 0.664 -1.133 -0.414
N -0.006 -0.772 2.945
C 1.308 -0.763 2.683
N 2.147 -0.575 3.695
C 3.439 -0.574 3.365
N 4.317 -0.300 4.339
N 3.926 -0.847 2.146
C 3.017 -1.024 1.210
N 1.693 -0.917 1.399
C 3.423 -1.404 -0.136
C 4.754 -1.627 -0.472
C 5.063 -2.112 -1.723
C 4.022 -2.334 -2.620
C 2.733 -2.042 -2.235
N 2.415 -1.597 -1.015
H -0.282 -0.820 3.910
H -0.640 -1.104 2.237
H 3.977 -0.094 5.260
H 5.299 -0.296 4.136
H 5.501 -1.424 0.281
H 6.083 -2.324 -2.011
H 4.211 -2.730 -3.607
H 1.904 -2.173 -2.917
O -1.076 0.957 -1.526
B 0.220 0.425 -1.584
O 0.953 1.147 -2.531
C 0.120 2.113 -3.031
C 0.367 3.084 -3.977
C -0.687 3.938 -4.290
C -1.930 3.816 -3.678
C -2.171 2.835 -2.720
C -1.122 1.995 -2.415
H 1.335 3.171 -4.451
H -0.532 4.716 -5.025
H -2.728 4.489 -3.962
H -3.131 2.728 -2.232
O -5.520 -2.652 -0.177
S -4.468 -2.505 0.781
O -4.524 -3.299 1.978
N -2.990 -2.683 0.073
C -2.247 -1.640 0.276
O -1.018 -1.590 -0.074
C -2.912 -0.492 0.981
C -2.385 0.734 1.353
C -3.221 1.640 1.995
C -4.548 1.325 2.263
C -5.068 0.083 1.914
C -4.227 -0.801 1.276
H -1.354 0.977 1.145
H -2.828 2.604 2.292
H -5.182 2.053 2.754
H -6.092 -0.187 2.136
```

HOMO-LUMO gap (alpha / beta) (eV): 7.1629 / 7.1366
E_LUMO (alpha / beta) (eV): -1.25 / -1.20
Multiplicity: 2
Net charge: 0
HOMO level (alpha / beta) (eV): -8.413 / -8.335
Electronic energy (Eh): -3375.312098